Formula: F2O2S
Source: the OMol25 dataset
Level of theory: ωB97M-V/def2-TZVPD

Values from the calculation:
Kohn-Sham gap (spin up / spin down): 5.752 / 5.722 eV
Energy: -748.1739 Ha
Energy above the lowest of the compared OMol25 structures with the same formula, charge and spin: 135.55 kcal per mole
Maximum force: 4.27 eV/A

The geometry in ORCA input format:
```
! wB97M-V def2-TZVPD RIJCOSX def2/J DEFGRID3
* xyz 0 1
O 0.647 -0.648 1.243
O 0.816 -0.394 -1.321
F 0.852 1.474 0.196
F -2.619 -0.432 -0.147
S 0.304 0.002 0.028
*
```